12
Properties=species:S:1:pos:R:3:nbo_charge:R:1 method="wB97M-V/def2-TZVPD" relative_energy_kj_mol=70.8 e_homo_ev=-10.43 gap_ev=11.29 lumo_ev=0.86 molar_mass_da=86.09
C 0.88 -0.35 -1.29 -0.635
C -0.12 0.37 -0.40 0.100
C -0.79 -0.44 0.70 -0.549
C -0.42 0.74 1.56 0.797
O -0.69 1.12 2.67 -0.547
O 0.46 1.23 0.66 -0.493
H 1.54 -0.99 -0.70 0.215
H 1.48 0.35 -1.86 0.226
H 0.33 -0.99 -2.00 0.225
H -0.79 1.00 -1.00 0.188
H -1.80 -0.86 0.64 0.238
H -0.05 -1.14 1.03 0.234